Molecular formula: C4H9NO
Method: DFT, wB97M-V/def2-TZVPD

```
15
C4H9NO (wB97M-V/def2-TZVPD)
C -2.285 0.217 1.430
C -1.213 0.063 0.359
N 0.017 -0.452 0.958
C 1.103 -0.252 0.358
O 1.243 0.490 -0.772
C 2.166 -0.031 -1.714
H -1.985 0.986 2.151
H -3.252 0.484 0.989
H -2.417 -0.718 1.981
H -1.048 1.019 -0.153
H -1.549 -0.653 -0.409
H 2.028 -0.708 0.723
H 3.125 -0.305 -1.244
H 2.340 0.767 -2.439
H 1.728 -0.908 -2.216
```

Results
**DFT total energy**: -7830.6066 eV
**SMILES string**: CC/N=C\OC
**ΔE to the lowest compared entry with this formula, charge and spin**: 39.51 kcal/mol
**Net charge**: 0

Mulliken atomic charge list, values in e, 2 entries:
1 C -1.134
2 C -0.201

Molecular formula: C4H9NO
Method: DFT, wB97M-V/def2-TZVPD

```
15
C4H9NO (wB97M-V/def2-TZVPD)
C 2.133 -0.365 0.289
N 0.938 0.010 0.449
C 0.594 0.752 1.644
C -1.263 0.473 -1.109
O -1.780 1.311 -0.406
C -1.729 -0.955 -1.207
H 2.932 -0.182 1.020
H -0.405 0.729 -1.762
H 2.402 -0.900 -0.624
H 0.300 1.765 1.349
H 1.412 0.803 2.379
H -0.286 0.296 2.107
H -2.604 -1.110 -0.572
H -0.917 -1.620 -0.893
H -1.975 -1.196 -2.248
```

Results
**DFT total energy**: -7830.2202 eV
**SMILES string**: C=NC.CC=O
**ΔE to the lowest compared entry with this formula, charge and spin**: 48.42 kcal/mol
**Net charge**: 0

Mulliken atomic charge list, values in e, 2 entries:
1 C -0.368
2 N -0.110

Molecular formula: C4H9NO
Method: DFT, wB97M-V/def2-TZVPD

```
15
C4H9NO (wB97M-V/def2-TZVPD)
C 0.407 -1.339 -0.690
N 0.354 -0.212 0.210
C 1.332 -0.175 1.280
C -0.579 0.772 0.223
O -0.637 1.575 1.153
C -1.536 1.092 -0.895
H 0.396 -2.275 -0.115
H -0.453 -1.341 -1.363
H 1.328 -1.324 -1.288
H 2.329 -0.372 0.872
H 1.098 -0.916 2.053
H 1.298 0.819 1.728
H -2.539 0.696 -0.717
H -1.238 0.864 -1.931
H -1.561 2.136 -0.521
```

Results
**DFT total energy**: -7831.2497 eV
**SMILES string**: CC(=O)N(C)C
**ΔE to the lowest compared entry with this formula, charge and spin**: 24.68 kcal/mol
**Net charge**: 0

Mulliken atomic charge list, values in e, 2 entries:
1 C -0.960
2 N 0.042

Molecular formula: C4H9NO
Method: DFT, wB97M-V/def2-TZVPD

```
15
C4H9NO (wB97M-V/def2-TZVPD)
C -2.053 0.506 0.169
C -1.226 -0.477 -0.657
N 0.194 -0.171 -0.622
C 1.025 -0.548 0.394
O 0.716 -1.359 1.251
C 2.374 0.153 0.369
H -3.126 0.333 0.033
H -1.837 1.538 -0.132
H -1.815 0.400 1.231
H -1.362 -1.498 -0.292
H -1.541 -0.457 -1.707
H 0.510 0.594 -1.194
H 2.551 0.715 -0.554
H 3.174 -0.578 0.498
H 2.417 0.850 1.212
```

Results
**DFT total energy**: -7832.1101 eV
**SMILES string**: CCNC(C)=O
**ΔE to the lowest compared entry with this formula, charge and spin**: 4.84 kcal/mol
**Net charge**: 0

Mulliken atomic charge list, values in e, 2 entries:
1 C -1.013
2 C -0.465

Molecular formula: C4H9NO
Method: DFT, wB97M-V/def2-TZVPD

```
15
C4H9NO (wB97M-V/def2-TZVPD)
C -1.664 -0.723 -0.269
C 0.112 1.230 -0.122
O -0.263 1.422 1.187
C -0.270 -0.191 -0.503
C 1.720 0.365 0.064
N 0.731 -0.651 0.461
H -2.024 -0.463 0.731
H -2.371 -0.329 -1.004
H -1.640 -1.813 -0.365
H -0.227 2.051 -0.791
H 0.094 0.478 1.484
H 0.070 -0.331 -1.537
H 2.395 0.644 0.895
H 2.382 -0.060 -0.725
H 0.955 -1.630 0.493
```

Results
**DFT total energy**: -7828.9509 eV
**SMILES string**: C[C@@H]1NC[C@@H]1O
**ΔE to the lowest compared entry with this formula, charge and spin**: 77.69 kcal/mol
**Net charge**: 0

Mulliken atomic charge list, values in e, 2 entries:
1 C -1.334
2 C -0.285

Molecular formula: C4H9NO
Method: DFT, wB97M-V/def2-TZVPD

```
15
C4H9NO (wB97M-V/def2-TZVPD)
C 0.780 1.439 -0.132
C 0.439 -0.145 0.081
C -0.504 -0.561 -0.975
C -0.878 -0.166 1.064
H 0.002 2.027 -0.466
H 1.023 1.943 0.882
H 1.737 1.409 -0.834
H 2.351 -0.402 -0.605
H -0.815 -0.256 -2.172
H -0.699 -1.674 -0.852
H -2.542 -0.376 -0.271
H -1.235 -1.206 1.602
H -0.835 0.610 1.874
N -1.670 0.269 -0.188
O 1.710 -0.920 0.242
```

Results
**DFT total energy**: -7827.0958 eV
**SMILES string**: CC1(O)CNC1
**ΔE to the lowest compared entry with this formula, charge and spin**: 120.47 kcal/mol
**Net charge**: 0

Mulliken atomic charge list, values in e, 2 entries:
1 C -1.156
2 C 0.667

Molecular formula: C4H9NO
Method: DFT, wB97M-V/def2-TZVPD

```
15
C4H9NO (wB97M-V/def2-TZVPD)
C 1.853 -0.405 0.204
C 0.437 -0.315 0.766
O 0.252 0.873 1.505
C -0.575 -0.406 -0.366
C -1.904 0.231 -0.290
N -0.818 0.867 -1.043
H 2.591 -0.301 1.004
H 2.015 -1.365 -0.301
H 2.015 0.399 -0.525
H 0.268 -1.140 1.468
H 0.210 1.583 0.842
H -0.488 -1.298 -0.987
H -2.195 0.761 0.612
H -2.720 -0.223 -0.848
H -0.939 0.738 -2.043
```

Results
**DFT total energy**: -7830.4905 eV
**SMILES string**: C[C@@H](O)[C@H]1CN1
**ΔE to the lowest compared entry with this formula, charge and spin**: 42.19 kcal/mol
**Net charge**: 0

Mulliken atomic charge list, values in e, 2 entries:
1 C -1.312
2 C 0.129

Molecular formula: C4H9NO
Method: DFT, wB97M-V/def2-TZVPD

```
15
C4H9NO (wB97M-V/def2-TZVPD)
C -0.196 -1.144 -1.489
C -0.342 0.340 -1.695
N 0.131 1.066 -0.698
C 0.866 0.699 0.525
C 0.037 -0.149 1.513
O -1.358 0.013 1.386
H -0.885 -1.443 -0.685
H -0.521 -1.665 -2.391
H 0.812 -1.499 -1.219
H 1.787 0.171 0.253
H 0.007 2.064 -0.807
H 1.159 1.646 0.987
H 0.326 0.141 2.531
H 0.282 -1.211 1.386
H -1.530 0.580 0.621
```

Results
**DFT total energy**: -7829.0301 eV
**ΔE to the lowest compared entry with this formula, charge and spin**: 75.87 kcal/mol
**Net charge**: 0

Mulliken atomic charge list, values in e, 2 entries:
1 C -0.720
2 C -0.199